[1]
Computed, not measured: the ion C24H25BBr2ClF3NO3 with charge +1 in a non-equilibrium geometry, with wB97M-V/def2-TZVPD.

Last column: Mulliken charge in e.
Positions of all 60 atoms, in Å:
C1 -2.578143 -4.307945 0.717129  -1.297
C2 -1.563371 -3.796810 -0.317129  -0.372
B1 -0.469290 -2.866484 0.334662  0.644
O1 -0.454169 -2.763500 1.718908  -0.692
C3 0.696983 -2.121634 -0.454155  0.989
C4 1.592787 -3.022721 -0.948277  -1.000
C5 2.746361 -2.654983 -1.654098  -1.024
C6 3.046768 -1.338246 -1.854127  0.399
C7 4.319994 -1.100899 -2.625332  -1.493
O2 4.136003 -0.568938 -3.952025  -0.222
O3 2.774661 -0.612044 -4.339746  -0.262
C8 2.152585 -0.344536 -1.354730  0.618
C9 2.391269 1.059546 -1.477459  -0.069
Cl1 3.774047 1.796337 -2.174753  -0.186
C10 1.485285 1.947853 -0.996366  -0.071
N1 0.335557 1.550597 -0.400897  0.649
C11 -0.528824 2.671926 0.015568  -2.545
C12 -0.251036 3.117503 1.445591  1.174
C13 -0.672409 4.389308 1.810021  -0.779
C14 -0.433812 4.849472 3.097526  -0.752
C15 0.227551 4.034083 4.001060  -0.521
C16 0.640338 2.751898 3.659654  0.314
C17 1.347786 1.863288 4.647650  -1.589
C18 0.388356 2.297032 2.364910  0.404
C19 0.030666 0.267021 -0.217908  0.226
C20 -1.271071 -0.030482 0.451494  -1.611
C21 -2.468000 -0.436593 -0.452601  -1.466
C22 -2.462392 0.066189 -1.894224  0.367
F1 -2.049251 1.349941 -1.980662  -0.250
Br1 -1.392071 -0.995234 -3.125465  -0.006
C23 -3.957931 -0.013233 -2.429142  0.568
F2 -4.584073 -1.049797 -1.888484  -0.215
F3 -4.015747 -0.132378 -3.749806  -0.211
Br2 -4.911234 1.644940 -1.998275  -0.135
C24 0.946442 -0.719705 -0.679488  0.148
H1 -3.197574 -3.506179 1.112966  0.276
H2 -3.211462 -5.075463 0.281716  0.400
H3 -2.079316 -4.771559 1.562520  0.332
H4 -2.078869 -3.348772 -1.160601  0.405
H5 -1.031134 -4.681593 -0.683905  0.455
H6 0.454125 -2.877696 2.028131  0.325
H7 1.431824 -4.087179 -0.826529  0.466
H8 3.394456 -3.425635 -2.038142  0.406
H9 4.859504 -2.038846 -2.741239  0.381
H10 4.999101 -0.427494 -2.113539  0.450
H11 2.702745 -1.437564 -4.840452  0.322
H12 1.672607 3.000943 -1.095081  0.564
H13 -0.347107 3.515213 -0.638563  0.872
H14 -1.573748 2.412401 -0.088200  0.542
H15 -1.178286 5.014561 1.087008  0.488
H16 -0.771350 5.841704 3.353837  0.411
H17 0.425893 4.402533 4.998811  0.459
H18 1.384569 0.857538 4.235748  0.321
H19 2.368319 2.212755 4.780386  0.332
H20 0.819204 1.817127 5.594119  0.389
H21 0.711755 1.294394 2.118936  0.193
H22 -1.080839 -0.766228 1.227680  0.742
H23 -1.631795 0.806234 1.033777  0.819
H24 -3.366372 -0.009603 -0.010893  0.853
H25 -2.646863 -1.502367 -0.477514  0.064

Cartesian forces, eV/Å:
0.080 -0.138 -0.125
-0.037 0.110 0.868
-0.372 0.358 0.274
0.396 -0.885 -0.422
-0.428 -0.045 -0.107
0.223 -0.431 -0.204
-0.359 0.420 0.298
0.290 -0.316 -0.191
0.066 0.123 -0.279
0.220 0.126 0.078
-0.326 0.002 0.094
0.154 0.413 -0.047
-0.244 0.007 0.129
0.057 -0.014 -0.031
0.451 -0.389 -0.226
-0.209 0.350 -0.290
-0.234 0.253 0.998
0.102 -0.237 -0.353
0.111 -0.102 0.130
-0.070 -0.216 -0.436
0.002 0.150 0.252
-0.161 -0.018 -0.116
-0.187 0.000 -0.569
-0.028 0.343 0.319
0.151 0.341 -0.243
-0.453 -0.190 0.102
0.284 0.165 -0.159
-1.176 -0.802 -0.180
0.291 0.233 -0.127
0.176 0.013 0.247
0.338 1.104 -0.159
-0.086 -0.358 0.128
0.044 -0.121 -0.193
0.037 -0.339 0.218
0.305 -0.562 0.311
-0.133 0.045 0.000
-0.227 0.069 -0.081
0.112 0.045 0.112
0.144 -0.055 -0.371
0.163 0.101 -0.326
-0.050 0.604 0.338
-0.173 -0.035 0.093
0.122 -0.061 -0.057
-0.160 -0.250 0.107
0.011 0.185 0.003
0.157 0.003 -0.087
-0.162 0.189 0.116
0.106 -0.083 -0.315
0.006 -0.127 -0.182
-0.026 0.088 -0.031
0.066 0.060 0.220
-0.001 -0.001 0.066
0.122 -0.157 0.112
0.085 -0.017 0.276
0.098 0.116 0.180
0.038 -0.063 -0.158
-0.167 -0.289 -0.181
0.360 0.372 -0.005
-0.045 0.083 0.178
0.147 -0.170 0.002

Output
Spin multiplicity: 1
Kohn-Sham gap in eV: 7.84
Net charge: +1
Max |F| in eV Å⁻¹: 1.43
E_HOMO in eV: -11.895
Structure (SMILES): CCB(O)c1ccc(COO)c2c(Cl)c[n+](Cc3cccc(C)c3)c(CC[C@@](F)(Br)C(F)(F)Br)c12

[2]
Computed, not measured: a structure of composition C24H25BN13O3V in a non-equilibrium geometry, with wB97M-V/def2-TZVPD.

Last column: Mulliken spin population.
Positions of all 67 atoms, in Å:
V1 0.235593 -0.280866 0.415222  1.021
B1 2.236848 1.957844 2.044686  -0.004
N1 2.587345 0.437071 2.153163  0.001
C1 3.638376 -0.070266 2.794062  -0.003
C2 3.710362 -1.431848 2.544079  0.001
C3 2.629146 -1.670777 1.706520  -0.004
N2 1.953519 -0.544672 1.464784  -0.011
N3 0.705051 2.167712 2.168741  0.010
C4 0.088313 3.191120 2.773641  0.014
C5 -1.270627 3.088368 2.552133  -0.002
C6 -1.396150 1.936258 1.777618  0.026
N4 -0.205951 1.384530 1.552169  -0.040
H1 2.655082 2.396145 0.985625  0.001
H2 2.770939 2.510169 2.979072  0.000
H3 4.266062 0.572803 3.386850  0.000
H4 4.427271 -2.137635 2.923200  0.000
H5 2.285358 -2.600126 1.283600  -0.001
H6 0.663332 3.923177 3.314334  0.002
H7 -2.047889 3.754224 2.880030  0.001
H8 -2.281545 1.490925 1.351386  0.004
N5 -3.201897 -0.809267 -0.204705  0.000
C7 -3.329658 -1.469209 1.088925  0.002
C8 -2.017416 -2.122210 1.501890  0.011
O1 -2.000711 -3.280664 1.906091  0.018
O2 -0.976666 -1.380774 1.377711  -0.022
H9 -4.031202 -0.271143 -0.427610  0.000
H10 -3.082532 -1.502104 -0.936066  0.000
H11 -4.113516 -2.232309 1.124627  0.000
H12 -3.557155 -0.709972 1.841534  0.000
C9 -0.767679 1.048433 -3.089324  0.001
N6 0.587310 1.583268 -3.055415  0.006
C10 1.293121 1.646340 -1.919475  0.016
N7 2.369418 2.481731 -1.880904  0.007
O3 1.072932 0.913885 -0.935431  -0.009
H13 -1.099644 1.145627 -4.124500  0.000
H14 -1.978887 1.118247 -1.412643  0.000
H15 -0.732791 -0.013925 -2.833385  -0.002
H16 0.765206 2.303904 -3.750535  -0.001
H17 2.363508 3.278349 -2.497305  0.000
H18 2.715567 2.638922 -0.943365  -0.001
N8 -1.692233 1.697590 -2.190596  0.001
C11 -2.372228 2.864560 -2.287415  0.000
C12 -2.110044 3.761151 -3.331413  0.001
C13 -1.096400 3.700631 -4.333025  0.000
N9 -0.228749 3.615877 -5.099212  0.000
C14 -2.897203 4.958835 -3.380974  0.000
N10 -3.520440 5.928063 -3.442852  0.000
N11 -0.202469 -10.820354 -1.208987  -0.001
C15 -0.046785 -9.681261 -1.230312  0.000
C16 0.154706 -8.253151 -1.266704  -0.002
C17 -0.701534 -7.406050 -0.569114  0.001
C18 -0.514950 -6.037373 -0.613794  -0.004
C19 0.544194 -5.507155 -1.349235  0.001
C20 1.412004 -6.355359 -2.033462  -0.001
C21 1.211566 -7.721831 -1.999808  0.001
N12 0.741972 -4.115725 -1.385083  -0.003
C22 1.431393 -3.383011 -2.333033  0.004
C23 1.336434 -2.087086 -1.955258  -0.008
N13 0.600241 -1.988175 -0.785522  -0.003
C24 0.260884 -3.215020 -0.472883  -0.027
H19 -1.520857 -7.819695 0.002240  0.000
H20 -1.192333 -5.384670 -0.080126  -0.001
H21 2.253869 -5.949566 -2.575287  0.000
H22 1.883702 -8.382110 -2.530298  0.000
H23 1.885993 -3.835937 -3.193545  0.001
H24 1.736476 -1.215578 -2.444161  0.003
H25 -0.262596 -3.503641 0.425328  -0.004

Cartesian forces, eV/Å:
0.073 -0.136 -0.501
-0.005 -0.033 0.009
-0.173 0.078 -0.074
0.083 -0.013 0.096
0.003 0.042 0.044
-0.112 -0.099 -0.074
0.685 0.104 0.422
0.069 -0.162 0.014
0.029 0.066 0.071
0.021 0.011 -0.005
-0.087 -0.029 -0.044
-0.086 0.695 0.288
-0.051 -0.048 0.029
0.007 0.016 -0.047
0.020 0.005 0.009
0.013 -0.012 0.011
0.009 -0.008 -0.029
0.009 0.016 0.018
-0.016 0.015 0.017
0.012 -0.025 0.009
0.194 0.134 -0.209
-0.186 0.019 0.110
0.415 0.140 -0.114
-0.056 -0.202 0.009
-0.812 -0.493 0.454
0.056 -0.001 -0.007
-0.056 0.069 -0.012
0.054 0.019 0.023
-0.024 0.000 -0.008
-0.067 -0.128 -0.034
0.036 0.340 -0.239
0.390 -0.130 0.341
-0.147 0.019 -0.037
-0.225 0.203 -0.644
0.042 -0.021 0.071
0.073 0.051 -0.074
-0.016 0.056 0.010
-0.060 -0.040 0.038
0.018 -0.007 -0.003
0.016 -0.019 -0.002
-0.278 -0.209 0.275
0.034 -0.044 -0.070
-0.024 0.157 -0.116
-0.080 -0.059 0.153
0.079 -0.048 0.015
0.094 -0.121 0.024
-0.036 0.057 -0.024
0.007 0.056 0.003
0.020 0.136 -0.012
-0.027 -0.250 0.004
-0.014 0.067 0.010
0.010 -0.008 -0.011
0.013 -0.069 0.032
-0.038 0.015 0.014
0.033 0.038 -0.009
-0.032 0.140 -0.006
0.000 -0.126 -0.052
-0.091 0.101 0.033
0.220 -0.204 -0.320
0.020 -0.163 0.107
-0.001 0.001 0.002
-0.020 0.010 0.023
0.009 0.006 -0.011
-0.004 -0.003 -0.001
0.017 -0.012 -0.033
0.003 0.025 0.018
-0.060 0.016 0.016

Output
Energy relative to the best compared isomer or geometry (same formula, charge and spin) in eV: 2.122
Spin multiplicity: 2
Kohn-Sham gap (alpha / beta) in eV: 5.43 / 4.72
Net charge: -1
Max |F| in eV Å⁻¹: 1.05
E_HOMO (alpha / beta) in eV: -4.027 / -3.325

Q: Among the records above, which one has the highest spin multiplicity?
A: C24H25BN13O3V